Below is a single C21H36N4O3 molecule, with properties calculated with wB97M-V/def2-TZVPD.

Structure (XYZ):
```
64
Properties=species:S:1:pos:R:3:nbo_charge:R:1
C 1.08128 4.95716 -3.75654 -0.61
C 2.28911 5.37261 -2.92004 -0.21
C 3.51239 5.52824 -3.82307 -0.60
C 2.58726 4.35533 -1.81195 -0.42
C 1.55368 4.39402 -0.67676 -0.20
N 1.68287 3.38295 0.35452 -0.45
C 2.89719 3.41108 1.13107 -0.22
C 3.92253 2.37026 0.65713 -0.24
N 3.29899 1.07674 0.78558 -0.61
C 1.97837 0.89613 0.59537 0.69
O 1.43287 -0.15995 0.86460 -0.65
C 1.23810 2.05844 -0.04926 -0.15
C -0.27051 1.88269 0.20910 -0.48
C -0.74193 0.69017 -0.60429 0.71
O -0.50524 0.64103 -1.80070 -0.66
N -1.46154 -0.27395 0.01322 -0.43
C -1.75630 -1.48205 -0.72356 -0.22
C -1.21156 -2.66524 0.06878 -0.24
N -1.97035 -2.76956 1.29453 -0.44
C -2.48643 -4.04759 1.75432 -0.05
C -1.36441 -5.06433 1.96566 -0.41
C -1.93941 -6.35455 2.54391 -0.39
C -3.00904 -6.92560 1.61769 -0.40
C -4.12099 -5.90505 1.39413 -0.39
C -3.55334 -4.61302 0.81334 -0.41
C -2.28409 -1.64104 1.95998 0.69
O -2.98629 -1.61755 2.95409 -0.64
C -1.62569 -0.36404 1.45034 -0.33
H 1.24814 3.97976 -4.20400 0.21
H 0.91268 5.67547 -4.55571 0.21
H 0.17826 4.90697 -3.15454 0.21
H 2.07773 6.34166 -2.45270 0.19
H 4.37534 5.86725 -3.25352 0.20
H 3.31654 6.25384 -4.60900 0.21
H 3.76015 4.57729 -4.29026 0.20
H 2.61361 3.35612 -2.25284 0.20
H 3.57612 4.57116 -1.39910 0.19
H 0.55291 4.28771 -1.09710 0.20
H 1.60282 5.36879 -0.18103 0.20
H 2.64491 3.17748 2.17433 0.19
H 3.32183 4.41447 1.09756 0.21
H 4.20308 2.55649 -0.38555 0.19
H 4.82314 2.40293 1.27298 0.21
H 3.81075 0.30813 1.19203 0.41
H 1.39053 1.90825 -1.13225 0.24
H -0.45305 1.78654 1.27403 0.22
H -0.79257 2.76605 -0.16095 0.24
H -1.28172 -1.39443 -1.70275 0.25
H -2.84050 -1.58785 -0.85083 0.19
H -1.31263 -3.58814 -0.50062 0.21
H -0.15046 -2.48929 0.28365 0.22
H -2.95650 -3.83002 2.72011 0.24
H -0.61808 -4.64631 2.64358 0.22
H -0.87290 -5.28307 1.01519 0.19
H -1.13944 -7.08421 2.68452 0.21
H -2.38014 -6.14702 3.52109 0.20
H -3.42468 -7.83808 2.04921 0.21
H -2.55657 -7.18627 0.65782 0.19
H -4.60976 -5.68729 2.34584 0.20
H -4.87292 -6.31472 0.71667 0.21
H -4.34936 -3.87695 0.68573 0.22
H -3.12049 -4.82002 -0.16827 0.19
H -2.22715 0.46990 1.82568 0.23
H -0.63715 -0.33591 1.92982 0.25
```

For the HOMO energy, the calculation gives -8.458 eV. The calculation puts the frontier orbital gap at 9.2 eV. As for the relative energy (zero: lowest compared OMol25 entry of this formula, charge and spin): 29.6 kcal per mole. The SMILES is CC(C)CCN1CCNC(=O)[C@H]1CC(=O)N1CCN(C2CCCCC2)C(=O)C1.

Below is 2 unconnected molecules or ions with the total composition C3H11N, with properties calculated with wB97M-V/def2-TZVPD.

Structure (XYZ):
```
15
Properties=species:S:1:pos:R:3:nbo_charge:R:1
C -0.72139 1.46520 0.76771 -0.41
N -0.14002 0.13733 0.79098 -0.63
C -1.10970 -0.92216 0.96698 -0.41
H -1.64413 1.45738 0.19943 0.19
H -0.98755 1.86983 1.75594 0.16
H -0.05260 2.17758 0.30045 0.20
H 0.59191 0.07621 1.48258 0.35
H -1.78564 -0.74329 1.81034 0.16
H -0.58476 -1.86990 1.08410 0.20
H -1.73852 -0.95553 0.06965 0.19
C 1.82880 -0.58331 -2.26856 -0.85
H 2.31785 -0.85120 -1.33643 0.21
H 2.31838 0.27772 -2.70118 0.21
H 0.79219 -0.38072 -2.00853 0.22
H 1.97127 -1.42337 -2.94870 0.21
```

For the HOMO energy, the calculation gives -8.679 eV. The calculation puts the frontier orbital gap at 9.8 eV. As for the relative energy (zero: lowest compared OMol25 entry of this formula, charge and spin): 13.1 kcal per mole. The SMILES is CNC.C.

Below is a molecular structure, C53H57N8O4ReS4Te at a distorted geometry, with properties calculated with wB97M-V/def2-TZVPD.

Structure (XYZ):
```
128
Properties=species:S:1:pos:R:3:mulliken_charge:R:1
Re -1.00031 0.05502 0.54808 0.08
C -5.28860 1.25266 0.39786 -2.08
C -3.87455 0.97320 0.78045 1.22
N -2.97062 0.54189 -0.05319 0.44
N -3.25023 0.51953 -1.40417 -0.22
C -2.24410 0.91212 -2.22651 0.35
N -2.51229 0.97406 -3.53490 -0.35
S -0.73479 1.32115 -1.59600 -0.40
C -3.27245 1.29853 2.04984 0.46
C -3.98005 1.73075 3.17007 -0.88
C -3.28793 2.17516 4.27298 -0.90
C -1.89859 2.21554 4.21385 -1.44
C -1.24639 1.75939 3.09303 0.08
N -1.90699 1.26677 2.02160 0.23
H -5.33511 1.92250 -0.46495 0.46
H -5.83246 1.73934 1.20121 0.47
H -5.81870 0.32964 0.14864 0.38
H -4.20993 0.45664 -1.71434 0.39
H -3.37807 0.64103 -3.92399 0.20
H -1.73847 1.10288 -4.16737 0.24
H -5.06012 1.71792 3.16426 0.32
H -3.81552 2.50879 5.15511 0.49
H -1.31138 2.59481 5.03739 0.54
H -0.17469 1.78991 3.01072 0.56
S -1.67536 -1.64940 2.11484 -0.38
C -2.33611 -2.87555 1.19789 0.01
N -3.13585 -3.80498 1.70244 0.12
C -3.87116 -4.71566 0.82392 -0.56
C -2.97860 -5.18498 -0.28405 -0.81
N -2.36700 -4.03243 -0.95368 0.30
C -2.12223 -4.20957 -2.39965 -0.74
C -3.43651 -4.27014 -3.13076 0.21
C -4.32318 -3.19863 -3.03428 0.05
C -5.54162 -3.23762 -3.68957 -0.79
C -5.88318 -4.34994 -4.45181 -0.45
C -5.00634 -5.41776 -4.54977 -0.70
C -3.78606 -5.38009 -3.88487 -0.23
C -1.96537 -2.98595 -0.27200 0.36
S -1.01535 -1.79073 -0.98914 -0.25
C -3.55461 -3.81495 3.11688 -1.66
C -4.97399 -3.32859 3.25619 0.38
C -6.00997 -4.22955 3.46314 -0.38
C -7.32287 -3.78465 3.55711 -0.70
C -7.60512 -2.43325 3.44037 -0.63
C -6.57156 -1.52604 3.23654 -0.51
C -5.26236 -1.96882 3.14569 0.36
H -4.75943 -4.21359 0.42925 0.27
H -4.20598 -5.56268 1.41986 0.51
H -3.55829 -5.73037 -1.02729 0.45
H -2.18159 -5.83534 0.08560 0.30
H -1.54765 -5.12701 -2.53643 0.44
H -1.50879 -3.38270 -2.74954 0.08
H -4.04749 -2.33692 -2.42979 0.45
H -6.23185 -2.40801 -3.61089 0.42
H -6.83312 -4.38143 -4.96747 0.41
H -5.27067 -6.28483 -5.13893 0.41
H -3.10163 -6.21609 -3.96518 0.42
H -2.86351 -3.19852 3.68451 0.63
H -3.45929 -4.84434 3.46419 0.50
H -5.79314 -5.28610 3.57010 0.40
H -8.12107 -4.49348 3.72881 0.41
H -8.62498 -2.08422 3.52567 0.41
H -6.79295 -0.46861 3.16746 0.38
H -4.45317 -1.25873 3.01309 0.41
C 2.49265 -0.98982 2.71970 -1.62
C 1.09931 -0.41119 2.54217 0.56
O 0.33513 -0.43875 3.49600 -0.46
N 0.77909 0.13705 1.31945 1.19
Te 3.12756 1.06029 0.34376 0.82
C 4.91816 1.74033 -0.56512 1.73
C 5.17156 3.06313 -0.94052 0.36
C 4.23359 4.21954 -0.69914 -1.41
C 6.37181 3.34026 -1.58721 -0.99
C 7.30839 2.35576 -1.87537 0.40
C 8.60698 2.69065 -2.55145 -1.69
C 7.01518 1.04690 -1.51000 -0.98
C 5.83242 0.71765 -0.86186 0.44
C 5.60350 -0.73448 -0.50321 -1.60
C 2.97718 2.66616 1.68458 1.62
C 4.03048 2.72381 2.59484 0.54
C 5.17236 1.73957 2.68095 -1.59
C 4.03167 3.76416 3.51926 -0.93
C 3.02968 4.72059 3.55513 0.57
C 3.05547 5.83871 4.55805 -1.63
C 1.99358 4.61910 2.62958 -1.08
C 1.94376 3.60848 1.68103 1.01
C 0.85068 3.63370 0.65198 -1.49
H 2.50541 -1.53823 3.65740 0.57
H 3.24306 -0.19537 2.80659 0.22
H 2.78107 -1.65064 1.89895 0.25
H 3.18553 3.94220 -0.80709 -0.24
H 4.43873 5.01406 -1.41491 0.62
H 4.36595 4.63703 0.30154 0.39
H 6.57607 4.36327 -1.88194 0.45
H 8.57565 3.67806 -3.00830 0.39
H 8.84927 1.95912 -3.32186 0.41
H 9.42547 2.68405 -1.82969 0.32
H 7.72410 0.26054 -1.74059 0.48
H 6.42050 -1.34524 -0.88026 0.49
H 4.68366 -1.14233 -0.93268 0.20
H 5.56275 -0.89288 0.57873 0.25
H 5.08415 0.84824 2.05081 -0.33
H 5.27552 1.38534 3.70647 0.59
H 6.10829 2.21916 2.39084 0.44
H 4.84489 3.81588 4.23392 0.46
H 3.88615 5.73387 5.25246 0.39
H 2.13068 5.86629 5.13497 0.37
H 3.15269 6.80220 4.05598 0.33
H 1.20424 5.36281 2.63144 0.56
H -0.05474 4.08203 1.06022 0.62
H 0.59153 2.63530 0.30552 -0.44
H 1.14813 4.22302 -0.21809 0.49
O 2.25601 1.71848 -1.35937 -0.86
C 2.17983 0.73232 -2.26366 0.34
N 1.72675 -0.42210 -1.95594 0.03
S 1.67322 -1.38969 -3.31901 1.15
O 0.31017 -1.41046 -3.76850 -0.59
O 2.35744 -2.61256 -3.05314 -0.74
C 2.63222 -0.28329 -4.31721 0.22
C 3.22333 -0.47323 -5.54463 -0.85
C 3.96055 0.59306 -6.06032 -0.66
C 4.09420 1.78884 -5.36216 -0.81
C 3.49688 1.95928 -4.11594 -0.41
C 2.76295 0.90433 -3.61304 0.20
H 3.13031 -1.40621 -6.08222 0.53
H 4.45075 0.48004 -7.01745 0.45
H 4.68552 2.58899 -5.78493 0.48
H 3.61221 2.87579 -3.55366 0.53
```

As for the total charge: +2. For the HOMO energy (spin up / spin down), the calculation gives -11.004 / -11.041 eV. The calculation puts the frontier orbital gap (spin up / spin down) at 5.3 / 5.4 eV. As for the relative energy (zero: lowest compared OMol25 entry of this formula, charge and spin): 4.8 kcal per mole.

Below is a single C2H2BrNS2 molecule at a distorted geometry, with properties calculated with wB97M-V/def2-TZVPD.

Structure (XYZ):
```
8
Properties=species:S:1:pos:R:3:nbo_charge:R:1
Br 1.78525 1.69744 0.32758 0.05
C 0.17884 0.94393 -0.35343 -0.47
C -0.58521 0.21883 0.69370 0.03
N -1.70804 0.62496 1.11358 -0.56
S -2.49087 1.91348 0.59167 0.46
S -1.05142 2.25590 -0.99194 0.02
H 0.56936 0.28488 -1.29404 0.27
H -0.02966 -0.58348 0.98195 0.20
```

For the HOMO energy, the calculation gives -8.603 eV. The calculation puts the frontier orbital gap at 8.6 eV. As for the relative energy (zero: lowest compared OMol25 entry of this formula, charge and spin): 0.0 kcal per mole. The SMILES is Br[C@H]1C=NSS1.

Below is a gas-phase ion, C23H31BF3IN3O5S2 (charge +1) at a distorted geometry, with properties calculated with wB97M-V/def2-TZVPD.

Structure (XYZ):
```
69
Properties=species:S:1:pos:R:3:nbo_charge:R:1
C -6.58189 2.31770 -1.22131 -0.62
C -5.19518 2.84087 -1.64392 -0.39
C -4.21556 2.74283 -0.45403 -0.39
C -3.96709 1.26330 -0.08058 -0.44
C -4.25284 0.96483 1.39303 -0.06
O -3.03661 1.06712 2.18557 -0.54
C -2.57908 -0.06564 2.72675 0.80
O -3.08329 -0.59445 3.65483 -0.48
C -1.28188 -0.66931 2.20763 -0.04
C -0.10216 0.05868 2.42474 -0.20
I -0.25499 1.94390 3.31565 0.31
C 1.10550 -0.51561 2.06673 0.26
C 2.39788 0.19576 2.29936 -0.50
C 2.94093 0.88745 1.02094 -0.41
C 3.63940 2.23285 1.29658 -0.52
S 5.43781 2.10586 0.97637 0.23
C 5.62136 3.07908 -0.50979 -0.14
S 5.92563 4.65735 -0.42768 0.18
N 5.50523 2.43449 -1.74053 -0.45
C 6.07957 1.24908 -2.17658 -0.10
C 5.68588 1.07634 -3.45660 -0.08
N 4.86165 2.12588 -3.85384 -0.42
C 4.78527 2.90733 -2.81636 0.19
N 1.11591 -1.73846 1.47656 -0.56
B 2.50009 -2.34193 1.10486 1.27
O 3.15552 -3.00271 2.07647 -0.84
O 3.02260 -2.26116 -0.13589 -0.88
C -0.00905 -2.43300 1.21230 0.34
C 0.18915 -3.74818 0.53039 -0.50
C 0.47043 -3.71609 -1.01539 -0.39
C 0.39530 -2.39315 -1.78299 -0.43
C -1.00200 -1.95832 -2.23227 -0.07
O -1.54783 -0.89727 -1.45967 -0.72
C -1.24921 -1.91998 1.59262 -0.09
C -2.48093 -2.77511 1.32328 0.98
F -2.40202 -3.87492 2.09145 -0.31
F -2.54487 -3.15880 0.04892 -0.30
F -3.62738 -2.17759 1.60462 -0.29
H -6.74242 1.29498 -1.54651 0.21
H -6.70693 2.33602 -0.14085 0.19
H -7.34217 2.94605 -1.67216 0.22
H -4.79713 2.20842 -2.43328 0.20
H -5.25123 3.88263 -1.93773 0.21
H -4.68350 3.28479 0.36244 0.19
H -3.26163 3.19018 -0.72181 0.21
H -2.93026 1.00554 -0.25386 0.22
H -4.55320 0.59722 -0.70651 0.22
H -4.95905 1.68428 1.78621 0.20
H -4.71381 -0.01320 1.48332 0.20
H 3.15236 -0.44923 2.74677 0.24
H 2.25965 0.97929 3.02904 0.26
H 3.65141 0.22145 0.53958 0.22
H 2.12492 1.03153 0.31092 0.22
H 3.47784 2.60551 2.30064 0.24
H 3.26031 2.96081 0.58840 0.25
H 6.71704 0.62585 -1.58024 0.23
H 5.95639 0.28146 -4.12383 0.22
H 4.22665 3.82718 -2.81514 0.22
H 2.80428 -2.81058 2.95363 0.51
H 3.04682 -1.35116 -0.45727 0.52
H 0.98542 -4.29765 1.03190 0.25
H -0.67367 -4.37438 0.67108 0.27
H 1.44254 -4.16237 -1.19030 0.23
H -0.24031 -4.38455 -1.49006 0.23
H 0.97101 -2.53666 -2.69306 0.24
H 0.85421 -1.54063 -1.28246 0.17
H -0.92300 -1.58674 -3.25345 0.18
H -1.69282 -2.79573 -2.27375 0.18
H -0.88095 -0.56930 -0.85385 0.45
```

As for the total charge: +1. For the HOMO energy, the calculation gives -11.185 eV. The calculation puts the frontier orbital gap at 6.7 eV. The SMILES is CCCCCOC(=O)c1c(I)c(CCCSC(=S)n2ccnc2)[n+](B(O)O)c(CCCCO)c1C(F)(F)F.